[1]
This record from the Open Molecules 2025 dataset describes a molecular structure, C29H31Br2IrN6OS2 in a non-equilibrium geometry. The level of theory is the ωB97M-V functional and the def2-TZVPD basis.

```
! wB97M-V def2-TZVPD RIJCOSX def2/J DEFGRID3
* xyz 2 1
Ir -0.64 -0.39 -0.20
N -3.44 2.84 -0.76
C -2.45 2.01 -0.41
S -1.85 0.93 -1.65
N -1.99 2.05 0.81
N -0.96 1.18 1.05
C -0.43 1.18 2.23
C -0.87 1.95 3.41
C -0.92 1.27 4.63
C -1.43 1.89 5.76
C -1.87 3.21 5.69
C -1.80 3.90 4.48
C -1.32 3.27 3.34
C 0.70 0.23 2.33
C 1.72 0.34 3.27
C 2.77 -0.56 3.23
C 2.77 -1.55 2.26
C 1.74 -1.59 1.35
N 0.73 -0.72 1.38
H -3.80 2.85 -1.69
H -3.79 3.50 -0.08
H -0.59 0.24 4.70
H -1.49 1.35 6.69
H -2.26 3.70 6.57
H -2.13 4.92 4.43
H -1.26 3.82 2.41
H 1.69 1.14 3.99
H 3.57 -0.48 3.95
H 3.57 -2.28 2.21
H 1.71 -2.34 0.57
Br -3.96 -4.92 3.33
C -3.16 -3.58 2.33
C -2.82 -2.37 2.92
C -2.19 -1.42 2.15
N -1.91 -1.59 0.84
C -2.28 -2.75 0.27
C -2.89 -3.77 0.99
C -2.02 -2.84 -1.17
C -2.62 -3.78 -1.99
C -2.41 -3.71 -3.35
Br -3.21 -4.95 -4.49
C -1.64 -2.68 -3.85
C -1.09 -1.77 -2.97
N -1.24 -1.86 -1.64
H -3.03 -2.16 3.96
H -1.92 -0.47 2.58
H -3.14 -4.70 0.52
H -3.27 -4.54 -1.58
H -1.47 -2.57 -4.92
H -0.51 -0.94 -3.35
C 1.57 1.26 -5.62
C 1.19 2.14 -4.43
C 1.95 1.80 -3.15
S 1.63 0.09 -2.65
O 1.15 0.19 -1.18
C 3.28 -0.63 -2.53
C 4.09 -0.22 -1.30
C 4.84 1.10 -1.43
H 1.00 1.54 -6.50
H 1.37 0.20 -5.43
H 2.63 1.37 -5.86
H 0.11 2.08 -4.23
H 1.41 3.18 -4.67
H 1.63 2.39 -2.30
H 3.03 1.92 -3.30
H 3.76 -0.36 -3.47
H 3.09 -1.70 -2.54
H 4.81 -1.03 -1.13
H 3.43 -0.19 -0.44
H 5.38 1.17 -2.38
H 5.58 1.19 -0.63
H 4.18 1.96 -1.35
*
```

## Properties
Energy, eV: -206147.00278
LUMO energy, eV: -6.00
Frontier orbital gap, hartree: 0.2646
Highest occupied orbital energy, eV: -13.195

[2]
This record from the Open Molecules 2025 dataset describes a molecular structure, C29H31Br4N4O5SSc. The level of theory is the ωB97M-V functional and the def2-TZVPD basis.

```
! wB97M-V def2-TZVPD RIJCOSX def2/J DEFGRID3
* xyz -2 1
Sc 0.18 0.50 -0.68
Br 3.07 6.90 -1.45
C 2.84 5.02 -1.32
C 3.94 4.18 -1.18
Br 5.70 4.88 -1.13
C 3.73 2.79 -1.07
Br 5.18 1.57 -0.89
C 2.46 2.22 -1.09
O 2.21 0.95 -0.99
C 1.32 3.10 -1.23
O 0.15 2.53 -1.25
C 1.55 4.47 -1.34
Br 0.00 5.54 -1.53
S -4.42 0.63 -2.62
C -4.05 2.13 -1.87
C -2.77 2.13 -1.45
N -2.09 0.96 -1.70
C -2.83 0.09 -2.30
H -4.79 2.92 -1.79
H -2.26 2.94 -0.95
H -2.48 -0.91 -2.57
C 2.24 -1.75 -3.31
C 0.91 -2.22 -3.91
C 0.10 -1.04 -4.46
C 0.11 -3.08 -2.94
C -0.07 -4.41 -3.29
C -0.75 -5.32 -2.48
C -1.29 -4.84 -1.30
C -1.18 -3.51 -0.90
C -1.77 -3.18 0.47
C -2.73 -1.98 0.52
C -0.66 -3.01 1.51
C -0.42 -2.55 -1.69
N -0.19 -1.30 -1.29
H 2.80 -1.17 -4.05
H 2.85 -2.61 -3.01
H 2.07 -1.12 -2.44
H 1.15 -2.87 -4.76
H -0.14 -0.35 -3.66
H -0.84 -1.39 -4.91
H 0.67 -0.51 -5.23
H 0.36 -4.76 -4.23
H -0.86 -6.37 -2.77
H -1.83 -5.52 -0.64
H -2.37 -4.05 0.75
H -2.21 -1.07 0.24
H -3.14 -1.87 1.53
H -3.56 -2.12 -0.17
H -0.03 -2.15 1.24
H -0.02 -3.89 1.53
H -1.07 -2.86 2.51
C 2.88 1.79 3.18
C 1.98 0.74 3.82
C 0.50 0.93 3.50
C -0.31 -0.20 4.20
C -1.82 -0.19 4.02
C 0.01 2.26 4.05
O 0.34 2.69 5.14
N -0.89 2.91 3.26
C -1.39 2.48 2.00
O -2.38 3.04 1.58
N -0.69 1.50 1.37
C 0.26 0.82 2.01
O 0.94 0.01 1.36
H 3.93 1.60 3.43
H 2.63 2.80 3.54
H 2.80 1.77 2.09
H 2.09 0.76 4.91
H 2.27 -0.25 3.46
H -0.07 -0.14 5.26
H 0.09 -1.14 3.81
H -2.27 0.70 4.47
H -2.26 -1.07 4.49
H -2.11 -0.21 2.96
H -1.32 3.74 3.63
*
```

## Properties
Energy, eV: -358488.42183
LUMO energy, eV: 3.93
Frontier orbital gap, hartree: 0.1769
Highest occupied orbital energy, eV: -0.884

[3]
This record from the Open Molecules 2025 dataset describes a molecular structure, C29H31ClN4OPPdS in a non-equilibrium geometry. The level of theory is the ωB97M-V functional and the def2-TZVPD basis.

```
! wB97M-V def2-TZVPD RIJCOSX def2/J DEFGRID3
* xyz 3 5
Pd -0.44 0.80 0.01
C 0.94 1.64 5.93
C 1.79 1.70 4.66
N 1.27 2.64 3.69
C 0.46 2.31 2.70
S -0.06 0.64 2.53
N 0.03 3.23 1.86
N -0.60 2.96 0.77
C -1.23 3.84 0.05
C -1.43 5.24 0.50
C -1.79 3.37 -1.21
C -2.54 4.18 -2.07
C -3.15 3.62 -3.17
C -3.00 2.26 -3.41
C -2.20 1.52 -2.55
N -1.61 2.06 -1.49
H 1.40 0.96 6.64
H -0.07 1.29 5.71
H 0.88 2.62 6.39
H 1.81 0.71 4.19
H 2.81 2.00 4.90
H 1.48 3.62 3.83
H -1.09 5.35 1.53
H -2.47 5.53 0.43
H -0.85 5.92 -0.12
H -2.66 5.23 -1.85
H -3.75 4.23 -3.83
H -3.49 1.78 -4.24
H -2.03 0.46 -2.72
Cl -2.65 -0.27 0.36
C -2.46 -1.99 0.35
C -3.58 -2.76 0.61
C -3.46 -4.15 0.61
C -2.23 -4.74 0.37
C -1.12 -3.96 0.12
C -1.22 -2.57 0.10
P 0.21 -1.54 -0.37
C 0.11 -1.39 -2.18
C 0.75 -0.30 -2.78
C 0.69 -0.13 -4.15
C -0.02 -1.03 -4.93
C -0.66 -2.12 -4.34
C -0.61 -2.29 -2.97
C 1.67 -2.49 0.11
C 2.57 -2.99 -0.83
C 3.65 -3.75 -0.39
C 3.86 -3.94 0.97
C 2.97 -3.42 1.91
C 1.88 -2.69 1.48
H -4.53 -2.29 0.80
H -4.34 -4.75 0.80
H -2.15 -5.82 0.37
H -0.16 -4.43 -0.07
H 1.31 0.40 -2.17
H 1.19 0.71 -4.62
H -0.08 -0.90 -6.00
H -1.20 -2.83 -4.95
H -1.11 -3.14 -2.52
H 2.40 -2.84 -1.88
H 4.32 -4.19 -1.11
H 4.73 -4.49 1.30
H 3.14 -3.59 2.96
H 1.19 -2.27 2.20
C 2.93 0.94 0.38
O 1.81 1.71 -0.07
H 3.62 1.57 0.95
H 3.47 0.48 -0.45
H 2.54 0.15 1.03
H 2.15 2.41 -0.64
*
```

## Properties
Energy, eV: -74682.06467
LUMO energy (spin up / spin down), eV: -9.40 / -12.26
⟨S²⟩: 6.045
Frontier orbital gap (spin up / spin down), hartree: 0.2585 / 0.1733
Highest occupied orbital energy (spin up / spin down), eV: -16.440 / -16.978

[4]
This record from the Open Molecules 2025 dataset describes a molecular structure, C29H31ClNORh in a non-equilibrium geometry. The level of theory is the ωB97M-V functional and the def2-TZVPD basis.

```
! wB97M-V def2-TZVPD RIJCOSX def2/J DEFGRID3
* xyz 0 5
C -0.50 2.98 1.39
C -0.42 3.01 -0.07
C -1.71 2.66 -0.60
H 0.44 3.29 -0.66
C -2.61 2.41 0.51
C -1.86 2.61 1.75
H -3.66 2.16 0.43
C 2.47 0.94 1.45
C 2.30 1.93 0.45
C 2.11 1.29 -0.81
H 2.39 3.01 0.60
C 2.16 -0.12 -0.58
C 2.42 -0.32 0.80
H -1.98 2.65 -1.66
H -2.25 2.52 2.76
H 0.31 3.20 2.08
H 2.59 -1.30 1.26
H 1.95 1.76 -1.78
H 2.63 1.11 2.51
Rh -1.02 1.21 0.59
C 2.15 -1.22 -1.63
C 3.59 -1.75 -1.75
C 1.71 -0.69 -3.01
H 4.26 -0.93 -2.04
H 3.65 -2.54 -2.50
H 3.95 -2.16 -0.80
H 2.45 0.02 -3.38
H 0.73 -0.20 -2.97
H 1.65 -1.54 -3.72
C 1.22 -2.41 -1.21
C -0.26 -2.07 -1.16
H 1.51 -2.77 -0.22
H 1.36 -3.23 -1.94
O -0.79 -1.63 -0.11
N -1.02 -2.27 -2.27
C -2.46 -2.02 -2.26
H -0.59 -2.60 -3.14
C -2.83 -0.64 -2.75
C -3.80 0.12 -2.09
H -4.26 -0.28 -1.18
C -4.16 1.38 -2.58
H -4.93 1.96 -2.07
C -3.56 1.88 -3.73
H -3.84 2.86 -4.12
C -2.60 1.12 -4.40
H -2.12 1.49 -5.30
C -2.23 -0.14 -3.91
H -1.48 -0.75 -4.43
H -2.83 -2.19 -1.25
H -2.91 -2.79 -2.91
Cl 1.67 -3.08 3.08
C 1.39 -1.79 4.17
C 2.13 -1.72 5.34
C 1.93 -0.65 6.23
C 1.05 0.39 5.89
C 0.26 0.31 4.75
C 0.37 -0.80 3.85
C -0.43 -0.90 2.71
H 2.86 -2.50 5.55
H 2.47 -0.64 7.18
H 0.99 1.27 6.54
H -0.47 1.09 4.51
H -1.35 -0.31 2.65
H -0.19 -1.65 1.97
*
```

## Properties
Energy, eV: -49638.30980
LUMO energy (spin up / spin down), eV: 0.52 / -1.44
⟨S²⟩: 6.067
Frontier orbital gap (spin up / spin down), hartree: 0.2293 / 0.2282
Highest occupied orbital energy (spin up / spin down), eV: -5.722 / -7.647

[5]
This record from the Open Molecules 2025 dataset describes a molecular structure, C29H31F5N4STi. The level of theory is the ωB97M-V functional and the def2-TZVPD basis.

```
! wB97M-V def2-TZVPD RIJCOSX def2/J DEFGRID3
* xyz -1 2
Ti -0.42 -0.14 -0.25
C -1.22 -0.82 4.10
C 0.07 -0.82 4.66
C 1.15 -0.73 3.84
C 0.98 -0.63 2.44
N -0.29 -0.56 1.90
C -1.33 -0.69 2.74
C 2.05 -0.64 1.51
C 3.42 -0.73 1.88
C 4.38 -0.85 0.92
C 4.00 -0.88 -0.44
C 2.67 -0.75 -0.74
N 1.70 -0.61 0.18
H -2.11 -0.92 4.70
H 0.21 -0.90 5.74
H 2.15 -0.75 4.25
H -2.31 -0.68 2.28
H 3.70 -0.71 2.92
H 5.42 -0.92 1.20
H 4.73 -0.98 -1.23
H 2.34 -0.74 -1.77
C 0.21 2.66 2.48
C -1.05 3.30 1.88
C -2.30 2.41 1.98
C -0.81 3.79 0.47
C -0.88 5.17 0.26
C -0.65 5.73 -0.98
C -0.35 4.89 -2.04
C -0.26 3.51 -1.89
C 0.09 2.71 -3.12
C -1.05 1.80 -3.58
C 1.44 1.99 -2.95
C -0.50 2.93 -0.62
N -0.46 1.56 -0.44
H -0.01 2.20 3.45
H 0.98 3.42 2.63
H 0.61 1.90 1.82
H -1.26 4.19 2.48
H -2.21 1.54 1.34
H -3.18 2.98 1.67
H -2.44 2.07 3.01
H -1.11 5.80 1.11
H -0.71 6.80 -1.12
H -0.16 5.31 -3.02
H 0.24 3.44 -3.92
H -1.41 1.15 -2.78
H -0.73 1.17 -4.41
H -1.89 2.41 -3.91
H 1.42 1.32 -2.10
H 2.23 2.73 -2.78
H 1.68 1.41 -3.84
F 0.14 -2.52 -1.78
C -0.26 -1.25 -2.24
F -1.36 -1.51 -2.98
F 0.70 -0.96 -3.18
S 0.03 -3.89 1.58
C -0.21 -4.88 0.27
N 0.74 -4.96 -0.71
C 0.64 -5.69 -1.85
C -0.46 -6.45 -2.08
C -1.49 -6.43 -1.11
C -1.38 -5.67 0.02
H 1.53 -4.34 -0.58
H 1.47 -5.60 -2.53
H -0.54 -7.03 -2.99
H -2.39 -7.01 -1.27
H -2.16 -5.62 0.75
F -2.71 -2.00 -0.38
C -2.59 -0.61 -0.21
F -3.23 -0.06 -1.31
H -3.24 -0.37 0.64
*
```

## Properties
Energy, eV: -84077.45300
LUMO energy (spin up / spin down), eV: 2.60 / 2.58
⟨S²⟩: 0.768
Frontier orbital gap (spin up / spin down), hartree: 0.1918 / 0.2685
Highest occupied orbital energy (spin up / spin down), eV: -2.623 / -4.727

[6]
This record from the Open Molecules 2025 dataset describes a molecular structure, C29H31IrN5O5PS in a non-equilibrium geometry. The level of theory is the ωB97M-V functional and the def2-TZVPD basis.

```
! wB97M-V def2-TZVPD RIJCOSX def2/J DEFGRID3
* xyz 2 1
Ir -0.28 1.41 -0.19
O 4.70 -0.63 -2.71
C 3.66 -0.12 -2.57
O 2.86 -0.22 -1.40
C 2.76 0.76 -3.44
P 1.62 0.66 -2.03
C 0.40 -0.62 -2.39
C -0.33 -0.66 -3.57
C -1.15 -1.75 -3.84
C -1.23 -2.80 -2.94
C -0.48 -2.78 -1.77
C 0.33 -1.69 -1.49
C 1.65 2.15 -1.06
C 1.85 2.02 0.34
C 2.05 3.18 1.14
C 2.06 4.41 0.57
C 1.92 4.55 -0.84
C 1.72 3.47 -1.64
H 2.45 0.29 -4.37
H 3.20 1.74 -3.64
H -0.26 0.14 -4.30
H -1.70 -1.78 -4.77
H -1.85 -3.66 -3.17
H -0.51 -3.62 -1.09
H 0.93 -1.69 -0.58
H 2.13 1.06 0.74
H 2.23 3.06 2.20
H 2.22 5.29 1.17
H 2.01 5.53 -1.29
H 1.67 3.60 -2.71
N -2.24 1.19 0.50
N -3.05 2.17 -0.10
C -2.60 2.84 -1.18
N -3.45 3.64 -1.80
N -1.30 2.59 -1.50
N -0.91 2.89 -2.81
O -1.50 3.73 -3.45
O -0.03 2.18 -3.27
H -2.67 0.26 0.39
H -2.20 1.39 1.50
H -3.99 2.28 0.24
H -4.42 3.68 -1.53
H -3.12 4.20 -2.57
O 0.25 -0.13 1.16
S 0.16 -0.01 2.70
C -0.85 -1.44 3.13
C -2.20 -1.30 2.49
C -2.46 -1.96 1.29
C -3.70 -1.84 0.67
C -4.69 -1.05 1.26
C -4.44 -0.40 2.46
C -3.20 -0.52 3.07
C 1.78 -0.55 3.34
C 2.27 -1.83 2.73
C 2.06 -3.05 3.38
C 2.50 -4.23 2.80
C 3.16 -4.20 1.58
C 3.38 -2.99 0.94
C 2.95 -1.81 1.52
H -0.90 -1.45 4.22
H -0.31 -2.32 2.78
H -1.69 -2.57 0.83
H -3.90 -2.37 -0.25
H -5.67 -0.98 0.79
H -5.22 0.19 2.93
H -3.02 -0.03 4.02
H 1.63 -0.61 4.42
H 2.44 0.29 3.14
H 1.57 -3.07 4.35
H 2.34 -5.17 3.32
H 3.51 -5.12 1.14
H 3.92 -2.96 0.00
H 3.16 -0.87 1.02
*
```

## Properties
Energy, eV: -71209.42415
LUMO energy, eV: -5.87
Frontier orbital gap, hartree: 0.2773
Highest occupied orbital energy, eV: -13.417

Q: energy of number 2 (C29H31Br4N4O5SSc)?
A: -358488.42183 eV

Q: The lowest energy belongs to which entry?
A: C29H31Br4N4O5SSc

Q: Among the records above, which one has the lowest energy?
A: C29H31Br4N4O5SSc

Q: Look up the energy of the first one.
A: -206147.00278 eV